Version A
Entry from OMol25: C2H4O2S2 in the gas phase (the ωB97M-V functional and the def2-TZVPD basis).

Total charge   0
LUMO energy (alpha / beta)   -1.850 / -1.850 eV
Kohn-Sham gap (alpha / beta)   7.3474 / 7.3433 eV
HOMO (alpha / beta)   -9.198 / -9.193 eV
SMILES   CSC=S(=O)=O

Each line ends with the Löwdin charge.
Cartesian coordinates (Å):
C (-0.77515, 0.17091, -0.71573)  -0.57
C (1.66168, -0.89921, -0.02280)  -0.30
O (-2.22384, 2.33320, 0.05075)  -0.37
O (-2.58186, 0.29116, 1.37318)  -0.39
S (-0.17010, -1.32274, -0.21163)  0.84
S (-1.69670, 1.16709, 0.64254)  0.70
H (0.01543, 0.87420, -1.01234)  0.01
H (2.10431, -1.21071, -0.98635)  0.04
H (2.03584, -1.56486, 0.76056)  0.04
H (1.63041, 0.16096, 0.12182)  0.02



Version B
Entry from OMol25: 2 unconnected molecules or ions with the total composition C2H4O2S2 (the ωB97M-V functional and the def2-TZVPD basis).

Total charge   0
LUMO energy   -1.452 eV
Kohn-Sham gap   7.7061 eV
HOMO   -9.158 eV

Each line ends with the Löwdin charge.
Cartesian coordinates (Å):
C (-0.60621, 0.58372, 2.07515)  -0.42
C (0.08052, -1.29767, -0.10461)  -0.32
O (1.18442, 1.38586, -0.70635)  -0.47
O (-0.67707, 1.75172, -2.38046)  -0.42
S (-1.11961, -0.08303, 0.69532)  0.71
S (-0.06436, 2.02262, -1.07828)  0.84
H (0.51666, 0.23696, 2.27355)  0.00
H (-0.62607, -1.95548, -0.63227)  0.03
H (0.56418, -2.00669, 0.55304)  0.04
H (0.74755, -0.63800, -0.69509)  0.01



It is version A that is the most stable of them.



Version A
Entry from OMol25: CH4S4 in the gas phase (the ωB97M-V functional and the def2-TZVPD basis).

Total charge   0
LUMO energy   -1.226 eV
Kohn-Sham gap   7.0644 eV
HOMO   -8.290 eV

Each line ends with the Löwdin charge.
Cartesian coordinates (Å):
C (-1.18665, -1.28994, -0.04555)  -0.21
S (-0.70531, 1.77150, 0.65460)  0.10
S (2.68085, 1.63568, 0.16798)  0.19
S (-0.46311, 0.53025, -0.79376)  0.16
S (1.85557, -0.12507, -0.56942)  0.03
H (-0.49699, -1.28009, 0.74079)  -0.03
H (-0.84320, -1.95850, -0.86223)  0.04
H (-2.24095, -1.30461, 0.16167)  0.03
H (1.39979, 2.02079, 0.54593)  -0.32



Version B
Entry from OMol25: CH4S4 in the gas phase (the ωB97M-V functional and the def2-TZVPD basis).

Total charge   0
LUMO energy   -0.048 eV
Kohn-Sham gap   8.4321 eV
HOMO   -8.480 eV
SMILES   SSCSS

Each line ends with the Löwdin charge.
Cartesian coordinates (Å):
C (-0.82077, -0.14768, -0.78634)  -0.75
S (1.67129, 1.38392, -1.46466)  0.31
S (-0.93113, -1.12477, 2.25886)  0.20
S (0.80988, -0.52512, -1.09933)  0.43
S (-1.18096, 0.60415, 1.29019)  0.21
H (-1.41740, -0.91813, -0.68676)  -0.06
H (-1.24527, 0.66202, -1.30373)  0.00
H (2.73429, 1.46188, -0.56080)  -0.16
H (0.38007, -1.39627, 2.35256)  -0.20



Version C
Entry from OMol25: 2 unconnected molecules or ions with the total composition CH4S4 (the ωB97M-V functional and the def2-TZVPD basis).

Total charge   0
LUMO energy (alpha / beta)   -0.459 / -1.028 eV
Kohn-Sham gap (alpha / beta)   7.6725 / 6.7631 eV
HOMO (alpha / beta)   -8.131 / -7.791 eV

Each line ends with the Löwdin charge.
Cartesian coordinates (Å):
C (1.11181, -0.50331, -0.24097)  -0.56
S (-1.58375, -1.35564, -0.69233)  0.39
S (-0.68595, 2.22436, 0.76575)  0.13
S (-0.11423, -0.04003, -1.31827)  0.39
S (0.96255, 1.65220, 1.70417)  0.03
H (2.17971, -0.38589, -0.58509)  0.03
H (0.75128, -1.29592, 0.45485)  0.00
H (-1.12752, -1.94770, -1.77639)  -0.21
H (-1.49389, 1.65192, 1.68829)  -0.18



It is version B that is the most stable of them.



Version A
Entry from OMol25: a gas-phase ion, C6H14N3S (charge +1) (the ωB97M-V functional and the def2-TZVPD basis).

Total charge   +1
LUMO energy   -3.875 eV
Kohn-Sham gap   7.7559 eV
HOMO   -11.631 eV
SMILES   N/[NH+]=C\CCC/C=C(/N)S

Each line ends with the Löwdin charge.
Cartesian coordinates (Å):
C (0.04899, 2.04897, 0.19264)  -0.17
C (0.64517, 1.24628, -0.97040)  -0.27
C (-1.24463, 1.29758, 0.54757)  -0.17
C (0.77672, -0.16923, -0.78144)  -0.24
C (-1.10142, -0.07608, 1.01180)  -0.08
C (1.93358, -0.70957, -0.31910)  -0.60
N (-2.63656, -1.20690, -0.50442)  0.10
N (-1.87643, -1.03728, 0.66066)  -0.01
N (2.16378, -2.11528, -0.03386)  0.05
S (3.23276, 0.31558, 0.38326)  0.87
H (0.74283, 1.95940, 1.00067)  0.10
H (-0.15251, 3.01921, -0.08504)  0.10
H (-0.10427, 1.27657, -1.91224)  0.16
H (1.66285, 1.76783, -1.23285)  0.13
H (-1.79812, 1.90081, 1.35372)  0.17
H (-1.89243, 1.30734, -0.39178)  0.13
H (-2.95941, -0.34460, -0.89106)  0.08
H (-0.02176, -0.70651, -1.31798)  0.11
H (-0.63416, -0.15418, 2.09343)  0.21
H (-3.41992, -1.94976, -0.38349)  0.17
H (3.07904, -2.35091, 0.00306)  0.02
H (1.75574, -2.76926, -0.71155)  0.11
H (-1.79063, -1.91812, 1.12116)  0.17
H (3.59079, -0.63191, 1.16722)  -0.16



Version B
Entry from OMol25: a gas-phase ion, C6H14N3S (charge +1) (the ωB97M-V functional and the def2-TZVPD basis).

Total charge   +1
LUMO energy   -6.556 eV
Kohn-Sham gap   5.3972 eV
HOMO   -11.953 eV
SMILES   N=[N+]=CCCCC[C@@H](N)S

Each line ends with the Löwdin charge.
Cartesian coordinates (Å):
C (-0.00939, -1.68167, -0.29665)  0.03
C (-1.60746, -1.54726, -0.36470)  -0.06
C (-1.89083, -0.36244, 0.58988)  -0.21
C (-1.36694, 0.90431, 0.03595)  -0.24
C (-0.10672, 1.64585, 0.48432)  -0.30
C (1.21783, 0.97980, 0.18894)  -0.68
N (0.65122, -2.67985, 0.02183)  0.06
N (1.57562, -3.13237, 0.57373)  0.28
N (1.53484, 0.87283, -1.24787)  -0.02
S (2.33941, 2.27525, 1.13904)  0.71
H (-1.95990, -1.30679, -1.38655)  0.14
H (-2.11872, -2.43933, -0.03250)  0.11
H (-2.96015, -0.25159, 0.50117)  0.12
H (-1.66479, -0.48105, 1.56217)  0.09
H (-1.30131, 0.77461, -1.08142)  0.12
H (-2.23905, 1.68784, 0.16745)  0.16
H (-0.09987, 2.61154, -0.08761)  0.12
H (-0.26730, 1.96551, 1.55540)  0.12
H (1.49125, -0.11411, 0.59665)  0.13
H (1.92664, -4.10998, 0.53213)  0.17
H (1.68761, 1.78597, -1.68566)  0.09
H (0.41787, -0.75091, -0.56914)  0.07
H (2.37056, 0.20204, -1.30869)  0.12
H (2.37957, 3.15179, 0.11213)  -0.14



It is version A that is the most stable of them.



Version A
Entry from OMol25: a molecular structure, C6H6O2 (the ωB97M-V functional and the def2-TZVPD basis).

Total charge   0
LUMO energy   0.627 eV
Kohn-Sham gap   9.2310 eV
HOMO   -8.604 eV

Each line ends with the Löwdin charge.
Cartesian coordinates (Å):
C (1.18293, -0.29869, 0.36693)  -0.28
C (0.67551, 1.22055, 0.17729)  -0.05
C (-0.55051, 0.67014, -0.38054)  -0.22
C (-1.87518, 0.66008, -0.44759)  -0.04
C (-1.21427, -1.42336, 0.15727)  0.07
C (-0.13536, -0.56635, -0.07591)  -0.26
H (3.02610, -0.87299, -0.46934)  0.15
H (1.35743, -0.68690, 1.45889)  0.18
H (1.41755, 1.71236, -0.56371)  0.13
H (0.60619, 2.01195, 1.11344)  0.17
H (-2.49677, 1.45271, -0.63745)  0.10
H (-1.63554, -2.43100, 0.09138)  0.13
O (1.99611, -0.85853, -0.68776)  -0.06
O (-2.35420, -0.58998, -0.10290)  -0.02



Version B
Entry from OMol25: C6H6O2 in the gas phase (the ωB97M-V functional and the def2-TZVPD basis).

Total charge   0
LUMO energy   -0.137 eV
Kohn-Sham gap   8.6046 eV
HOMO   -8.742 eV

Each line ends with the Löwdin charge.
Cartesian coordinates (Å):
C (0.33320, 0.18293, 1.80510)  0.02
C (-1.34441, 1.11096, -0.78643)  -0.37
C (-1.36578, -0.10949, -0.09967)  0.10
C (-0.24792, -0.53647, 0.61932)  -0.40
C (-0.15108, 0.25832, -1.05177)  -0.16
C (0.89199, 0.08464, -1.85402)  0.09
O (0.10623, -1.85732, 0.62509)  0.07
O (-1.84626, 2.15712, -1.08540)  0.11
H (-0.37158, -2.31637, -0.08008)  0.13
H (0.39685, 1.25565, 1.63533)  0.10
H (1.31568, -0.21883, 2.04722)  0.09
H (-0.31657, 0.02318, 2.66721)  0.10
H (0.98025, 0.66374, -2.76353)  0.07
H (1.61941, -0.69805, -1.67837)  0.07



It is version A that is the most stable of them.



Version A
Entry from OMol25: a molecular structure, C11H15FeN2O3 (the ωB97M-V functional and the def2-TZVPD basis).

Spin multiplicity   5
Total charge   +1
LUMO energy (alpha / beta)   -2.568 / -6.758 eV
Kohn-Sham gap (alpha / beta)   7.3220 / 4.9778 eV
HOMO (alpha / beta)   -9.890 / -11.736 eV

Each line ends with the Löwdin charge.
Cartesian coordinates (Å):
O (1.25485, -2.77084, 1.15197)  0.11
C (1.44722, -1.71199, 0.69994)  -0.15
Fe (1.37964, -0.11974, -0.07969)  0.21
C (2.36567, 0.48398, 1.22000)  -0.18
O (3.25052, 0.97172, 1.79846)  0.15
C (2.78446, -0.38338, -1.10981)  -0.13
O (3.81068, -0.34863, -1.64397)  0.16
C (-2.81848, 0.00850, 1.65174)  -0.08
C (-1.95198, -0.57111, 0.41504)  -0.12
C (-0.81469, 0.13921, -0.24286)  -0.16
C (-0.23967, 1.24331, 0.44281)  -0.17
C (-0.94517, 1.66272, 1.67145)  -0.07
C (-2.22846, 1.29926, 2.02231)  -0.05
H (-3.93157, 0.02437, 1.54835)  0.15
H (-1.48054, -1.39546, 0.87244)  0.06
H (-2.58448, -0.94820, -0.37324)  0.12
H (-0.68442, 0.00781, -1.33602)  0.13
H (0.37315, 2.09578, -0.02564)  0.16
H (-0.48376, 2.45116, 2.28080)  0.12
H (-2.82434, 2.00020, 2.67525)  0.14
C (-1.37149, -1.64920, 3.48750)  -0.01
N (-2.69101, -1.24740, 2.94232)  -0.33
C (-3.54181, -0.81678, 4.08136)  -0.03
N (-3.28705, -2.51084, 2.53841)  0.11
H (-0.87536, -0.78810, 3.93996)  0.11
H (-1.52111, -2.45463, 4.22973)  0.12
H (-0.71886, -2.04958, 2.70698)  0.07
H (-3.02196, -0.06001, 4.66519)  0.10
H (-4.46717, -0.38176, 3.69868)  0.10
H (-3.80723, -1.68271, 4.70754)  0.12
H (-4.15113, -2.33863, 2.03466)  0.11
H (-2.68086, -2.99811, 1.88656)  0.11



Version B
Entry from OMol25: a molecular structure, C11H15FeN2O3 (the ωB97M-V functional and the def2-TZVPD basis).

Spin multiplicity   5
Total charge   +1
LUMO energy (alpha / beta)   -2.921 / -7.093 eV
Kohn-Sham gap (alpha / beta)   5.7277 / 3.9197 eV
HOMO (alpha / beta)   -8.649 / -11.013 eV

Each line ends with the Löwdin charge.
Cartesian coordinates (Å):
O (1.62607, -2.68035, 0.81403)  0.17
C (1.20956, -1.60270, 0.66999)  -0.12
Fe (0.84908, 0.09017, 0.32469)  0.16
C (2.11135, 0.64666, 1.48643)  -0.09
O (3.12752, 0.78113, 2.03128)  0.16
C (2.04844, 0.07863, -0.96517)  -0.09
O (3.03963, -0.03116, -1.57696)  0.17
C (-1.05888, 0.01710, 1.54032)  -0.20
C (-1.62364, -0.79386, 0.43430)  -0.23
C (-0.74518, -0.52683, -0.73916)  -0.23
C (-0.57556, 0.82694, -1.10189)  -0.14
C (-0.55496, 1.76478, -0.07584)  -0.14
C (-0.62415, 1.30528, 1.25732)  -0.21
H (-1.07735, -0.37193, 2.56224)  0.10
H (-1.68549, -1.86724, 0.67524)  0.12
H (-2.66223, -0.46623, 0.19938)  0.11
H (-0.63003, -1.29865, -1.49522)  0.13
H (-0.36313, 1.12143, -2.13391)  0.14
H (-0.36680, 2.82032, -0.27645)  0.12
H (-0.38192, 2.00128, 2.06740)  0.13
C (-3.39354, 0.65442, 4.74346)  -0.03
N (-3.41704, -0.05729, 3.46717)  0.04
N (-4.72243, -0.59208, 3.23591)  0.05
C (-5.06540, -1.68597, 4.12797)  -0.03
H (-2.36176, 0.76270, 5.09630)  0.11
H (-3.85245, 1.65216, 4.63653)  0.12
H (-3.97633, 0.07974, 5.46773)  0.08
H (-3.23960, 0.61129, 2.71559)  0.14
H (-4.77195, -0.87592, 2.26478)  0.15
H (-6.14729, -1.83885, 4.04723)  0.11
H (-4.57209, -2.62967, 3.84786)  0.12
H (-4.83065, -1.44280, 5.16534)  0.08



Version C
Entry from OMol25: a molecular structure, C11H15FeN2O3 (the ωB97M-V functional and the def2-TZVPD basis).

Spin multiplicity   5
Total charge   +1
LUMO energy (alpha / beta)   -2.734 / -7.226 eV
Kohn-Sham gap (alpha / beta)   8.0053 / 4.6097 eV
HOMO (alpha / beta)   -10.739 / -11.836 eV

Each line ends with the Löwdin charge.
Cartesian coordinates (Å):
O (2.26148, -2.12979, -0.41819)  0.09
C (2.41445, -1.10974, -0.97291)  -0.15
Fe (2.55985, 0.50295, -1.64989)  0.19
C (3.58348, 1.21768, -0.42576)  -0.16
O (4.35680, 1.56186, 0.37606)  0.13
C (3.87931, 0.29529, -2.78660)  -0.14
O (4.91954, 0.28779, -3.30929)  0.14
C (-1.50178, 0.78347, -0.12180)  -0.09
C (-0.83967, -0.06894, -1.19906)  -0.17
C (0.32166, 0.54069, -1.96996)  -0.11
C (0.84043, 1.82617, -1.63096)  -0.17
C (0.49718, 2.28173, -0.28971)  -0.05
C (-0.78777, 1.93235, 0.23749)  -0.04
H (-2.56718, 0.64910, 0.08560)  0.10
H (-0.52086, -0.97426, -0.66736)  0.07
H (-1.64468, -0.39057, -1.88283)  0.13
H (0.38633, 0.15060, -2.99282)  0.13
H (1.24460, 2.49828, -2.43112)  0.14
H (1.17654, 2.95479, 0.26912)  0.12
H (-1.25852, 2.66961, 0.92292)  0.13
C (-0.31331, -1.44057, 1.90071)  -0.02
N (-1.59556, -1.02238, 1.31970)  -0.28
C (-2.48634, -0.50047, 2.36430)  -0.04
N (-2.22356, -2.20222, 0.79673)  0.16
H (0.09988, -0.59711, 2.46332)  0.11
H (-0.44217, -2.29505, 2.58682)  0.12
H (0.37820, -1.74480, 1.10378)  0.07
H (-1.91048, 0.19966, 2.97664)  0.11
H (-3.34185, 0.00291, 1.89660)  0.10
H (-2.85618, -1.31694, 3.00625)  0.12
H (-3.05986, -1.90837, 0.28778)  0.13
H (-1.56996, -2.65377, 0.15446)  0.12



It is version C that is the most stable of them.



Version A
Entry from OMol25: a gas-phase ion, C4H13N3 (charge +2) (the ωB97M-V functional and the def2-TZVPD basis).

Total charge   +2
LUMO energy   -9.938 eV
Kohn-Sham gap   9.2120 eV
HOMO   -19.150 eV
SMILES   CN(C)/[N+](C)=C\[NH3+]

Each line ends with the Löwdin charge.
Cartesian coordinates (Å):
C (-1.27942, -1.06767, 0.47552)  0.06
C (0.93192, -1.87971, 0.15962)  0.06
C (1.42957, 0.51790, -1.17351)  0.00
C (0.17877, 1.53225, 0.65034)  0.01
N (-2.20764, -0.01375, 0.18309)  0.26
N (-0.04276, -0.82313, 0.14219)  -0.07
N (0.25991, 0.42709, -0.31769)  -0.21
H (-1.61690, -2.02754, 0.83244)  0.18
H (1.81038, -1.58045, 0.73644)  0.14
H (1.27110, -2.12960, -0.84880)  0.13
H (0.50393, -2.78115, 0.59715)  0.13
H (1.36053, -0.19903, -1.98889)  0.11
H (1.44967, 1.51740, -1.60942)  0.13
H (2.36929, 0.37451, -0.63424)  0.12
H (1.18897, 1.84241, 0.93807)  0.12
H (-0.30256, 2.40085, 0.20251)  0.12
H (-0.33615, 1.24340, 1.56454)  0.11
H (-2.56739, 0.52535, 0.99144)  0.21
H (-3.04990, -0.34551, -0.32939)  0.22
H (-1.58446, 0.59888, -0.40294)  0.16



Version B
Entry from OMol25: a gas-phase ion, C4H13N3 (charge +2) (the ωB97M-V functional and the def2-TZVPD basis).

Total charge   +2
LUMO energy   -8.642 eV
Kohn-Sham gap   10.7271 eV
HOMO   -19.369 eV
SMILES   CC(C)=[NH+]C[NH2+]N

Each line ends with the Löwdin charge.
Cartesian coordinates (Å):
C (0.89751, 0.82104, 1.05753)  -0.06
C (-1.14197, -0.25979, 0.08423)  -0.10
C (-2.73577, -1.12325, 0.44486)  0.13
C (-0.92544, 0.08020, -1.31566)  -0.01
N (-0.21989, -0.10859, 1.02083)  0.11
N (2.15962, 0.22017, 0.51363)  0.06
N (2.07429, 0.25759, -0.98171)  0.08
H (0.70288, 1.61076, 0.25827)  0.18
H (1.22768, 1.16522, 2.02822)  0.16
H (-3.12352, -0.89022, -0.55878)  0.07
H (-3.13971, -0.45498, 1.28583)  0.12
H (-2.51878, -2.19347, 0.47182)  0.09
H (-1.29643, -0.54746, -2.00202)  0.06
H (0.19385, 0.26746, -1.51410)  0.09
H (-1.62805, 0.98884, -1.44175)  0.18
H (-0.53985, -0.24077, 1.94327)  0.15
H (3.08015, 0.70344, 0.76152)  0.24
H (2.14091, -0.77249, 0.73753)  0.19
H (2.34430, -0.61783, -1.39493)  0.13
H (2.44823, 1.09414, -1.39860)  0.13



It is version A that is the most stable of them.